The following is a DFT calculation (ωB97M-V/def2-TZVPD) of the molecule C25H31N3O2S in a non-equilibrium geometry.

Results
highest occupied orbital energy = -7.727 eV
SMILES string = CCN(CC)CCCN(C(=O)c1ccccc1C)c1nc(-c2ccc(OC)cc2)cs1
spin multiplicity = 1

Geometry as XYZ:
```
62
Properties=species:S:1:pos:R:3:nbo_charge:R:1
C 0.508 5.450 0.870 -0.6069
H 1.536 5.368 0.526 0.2124
H 0.440 6.295 1.549 0.1998
H -0.137 5.643 0.016 0.2057
C 0.092 4.151 1.555 -0.2114
N 1.022 3.795 2.615 -0.4546
C 1.254 2.373 2.743 -0.2078
C 0.058 1.541 3.242 -0.4400
C 0.325 0.039 3.142 -0.2285
N 0.458 -0.409 1.764 -0.4792
C -0.663 -0.711 1.046 0.2863
N -0.690 -1.388 -0.042 -0.4911
C -1.953 -1.566 -0.530 0.1243
C -2.930 -1.001 0.240 -0.4622
S -2.262 -0.208 1.613 0.3572
H -3.990 -0.993 0.096 0.2377
C -2.130 -2.312 -1.766 -0.0301
C -3.388 -2.617 -2.279 -0.1728
C -3.526 -3.326 -3.458 -0.3115
C -2.398 -3.749 -4.155 0.3063
C -1.134 -3.446 -3.644 -0.2447
C -1.003 -2.743 -2.470 -0.1903
H -0.027 -2.508 -2.078 0.2438
H -0.267 -3.779 -4.193 0.2213
O -2.418 -4.449 -5.321 -0.4903
C -3.661 -4.786 -5.886 -0.2519
H -4.246 -5.426 -5.217 0.1757
H -3.431 -5.335 -6.798 0.2007
H -4.244 -3.895 -6.138 0.1756
H -4.518 -3.544 -3.822 0.2178
H -4.278 -2.304 -1.755 0.2040
C 1.738 -0.597 1.257 0.7076
O 2.702 -0.575 1.991 -0.5767
C 1.847 -0.739 -0.219 -0.1375
C 1.520 0.352 -1.015 -0.1231
C 1.703 0.299 -2.384 -0.2353
C 2.219 -0.848 -2.962 -0.2012
C 2.550 -1.933 -2.169 -0.2141
C 2.378 -1.897 -0.792 0.0311
C 2.706 -3.081 0.061 -0.6458
H 1.789 -3.501 0.477 0.2229
H 3.209 -3.850 -0.519 0.2157
H 3.344 -2.785 0.891 0.2396
H 2.950 -2.827 -2.626 0.2108
H 2.361 -0.898 -4.031 0.2146
H 1.444 1.150 -2.996 0.2151
H 1.124 1.248 -0.558 0.1995
H -0.486 -0.521 3.616 0.2104
H 1.268 -0.203 3.638 0.2481
H -0.145 1.775 4.288 0.2111
H -0.830 1.796 2.662 0.2056
H 1.559 2.011 1.757 0.1931
H 2.103 2.220 3.411 0.2050
C 0.726 4.485 3.859 -0.2116
C 1.862 4.386 4.870 -0.6170
H 1.929 3.391 5.304 0.1993
H 1.695 5.095 5.677 0.2125
H 2.806 4.621 4.386 0.2161
H 0.583 5.538 3.609 0.1957
H -0.213 4.127 4.319 0.1572
H 0.101 3.353 0.808 0.1898
H -0.941 4.246 1.928 0.1663
```


The following is a DFT calculation (ωB97M-V/def2-TZVPD) of C36H63N3O18 as an isolated structure in a non-equilibrium geometry.

Results
highest occupied orbital energy = -7.940 eV
spin multiplicity = 1

Geometry as XYZ:
```
120
Properties=species:S:1:pos:R:3:lowdin_charge:R:1
N 0.158 0.619 -4.992 0.0965
C -0.952 1.409 -5.095 -0.1485
C -2.042 0.570 -5.018 -0.1448
C -1.596 -0.723 -4.790 -0.0917
C -0.216 -0.692 -4.775 -0.1271
H 1.114 0.921 -4.976 0.1340
H -0.908 2.466 -5.298 -0.0164
H -3.081 0.866 -5.003 0.1317
H -2.226 -1.566 -4.554 0.1102
H 0.546 -1.451 -4.764 0.1027
N 0.898 1.251 3.635 0.0246
C 0.677 0.763 4.873 -0.1437
C 1.907 0.365 5.363 -0.1307
C 2.862 0.573 4.369 -0.1238
C 2.204 1.102 3.262 -0.1140
H 0.158 1.524 3.008 0.1393
H -0.323 0.705 5.268 0.1012
H 2.015 -0.186 6.285 0.0913
H 3.888 0.275 4.521 0.0867
H 2.558 1.399 2.291 0.0944
N -3.559 1.888 2.916 0.0422
C -3.390 1.082 4.015 -0.1409
C -3.304 1.859 5.159 -0.1074
C -3.401 3.199 4.707 -0.1361
C -3.661 3.184 3.377 -0.1602
H -3.627 1.660 1.936 0.1081
H -3.289 0.014 3.901 0.1007
H -3.045 1.568 6.162 0.0871
H -3.372 4.106 5.292 0.0921
H -3.838 3.968 2.657 0.1077
C -0.482 -1.957 2.911 -0.0137
C -0.431 -1.191 1.596 -0.2077
O -1.620 -0.425 1.436 0.0532
C -1.876 0.155 0.258 -0.5830
O -2.800 0.904 0.158 0.1098
O -0.964 -0.163 -0.659 -0.0611
C -1.009 0.534 -1.892 -0.0214
H -0.803 -1.340 3.746 0.0697
H 0.486 -2.381 3.168 0.0459
H -1.168 -2.794 2.760 0.0733
H -0.252 -1.808 0.714 0.1113
H 0.428 -0.511 1.612 0.1108
H -0.004 0.829 -2.195 0.0962
H -1.654 1.408 -1.896 0.1032
H -1.324 -0.192 -2.646 0.0634
C -5.551 0.708 -1.331 -0.0516
C -4.460 -0.224 -1.765 -0.2270
O -4.635 -1.492 -1.144 0.0776
C -3.560 -2.190 -0.825 -0.5760
O -2.439 -1.998 -1.230 0.1315
O -3.931 -3.133 0.022 0.0416
C -2.915 -4.001 0.477 -0.0378
H -6.540 0.300 -1.556 0.0811
H -5.469 1.657 -1.861 0.0801
H -5.572 0.885 -0.256 0.0782
H -3.489 0.182 -1.465 0.0723
H -4.337 -0.242 -2.851 0.1263
H -2.601 -4.732 -0.270 0.1020
H -3.180 -4.573 1.364 0.0991
H -2.013 -3.455 0.761 0.0710
C 3.168 4.013 -1.311 -0.0402
C 1.905 3.135 -1.415 -0.2056
O 1.201 3.074 -0.183 0.0422
C 0.400 4.080 0.109 -0.5966
O 0.083 5.053 -0.513 0.1502
O -0.172 3.782 1.298 -0.0267
C -0.723 4.804 2.093 -0.0576
H 3.793 3.710 -0.469 0.0798
H 2.781 5.014 -1.113 0.0789
H 3.837 4.006 -2.170 0.0661
H 2.214 2.100 -1.565 0.1117
H 1.281 3.495 -2.231 0.1028
H 0.096 5.446 2.425 0.1022
H -1.154 4.423 3.019 0.0747
H -1.541 5.358 1.630 0.0949
C 2.804 3.365 -5.517 -0.0546
C 1.829 4.505 -5.398 -0.1968
O 0.768 4.177 -4.516 0.0588
C -0.365 3.686 -4.969 -0.6268
O -0.663 3.560 -6.128 0.1686
O -1.078 3.306 -3.899 0.0108
C -2.396 2.830 -4.158 -0.0689
H 2.355 2.462 -5.930 0.0722
H 3.336 3.177 -4.584 0.0715
H 3.546 3.692 -6.251 0.0886
H 1.438 4.699 -6.398 0.1263
H 2.352 5.396 -5.054 0.1320
H -2.325 1.758 -4.354 -0.0462
H -2.928 3.305 -4.980 0.1294
H -2.969 2.983 -3.246 0.1146
C 2.518 -8.633 3.800 -0.0592
C 2.056 -7.734 2.648 -0.2054
O 1.661 -6.472 3.208 0.0457
C 2.414 -5.425 2.942 -0.6089
O 3.403 -5.404 2.247 0.1237
O 1.890 -4.358 3.536 0.0065
C 2.690 -3.177 3.544 -0.0462
H 3.343 -8.103 4.281 0.0802
H 2.880 -9.597 3.450 0.0769
H 1.729 -8.725 4.543 0.0765
H 1.128 -8.144 2.247 0.1188
H 2.775 -7.757 1.834 0.1214
H 2.450 -2.669 2.610 0.0838
H 3.758 -3.387 3.555 0.0972
H 2.475 -2.535 4.394 0.0939
C 0.808 -2.463 -2.093 -0.0490
C 1.590 -1.410 -1.382 -0.2032
O 2.632 -2.051 -0.604 0.0513
C 3.260 -1.265 0.269 -0.6142
O 3.028 -0.103 0.485 0.1124
O 4.275 -1.946 0.766 0.0200
C 5.050 -1.328 1.768 -0.0517
H 1.160 -2.865 -3.040 0.0764
H -0.131 -1.960 -2.345 0.0479
H 0.494 -3.258 -1.417 0.0908
H 0.966 -0.910 -0.640 0.0820
H 1.994 -0.625 -2.024 0.1268
H 5.906 -1.960 2.000 0.0999
H 4.536 -1.295 2.733 0.0648
H 5.402 -0.313 1.591 0.1008
```


Number 1: total energy -45828.906 eV, HOMO-LUMO gap 0.30397 Eh. Number 2: total energy -79672.225 eV, HOMO-LUMO gap 0.30738 Eh.